# 1
Computed, not measured: C22H25Cl3IrN4O4P as an isolated structure in a non-equilibrium geometry, with the ωB97M-V functional and the def2-TZVPD basis.

The geometry in XYZ format:
```
60
Properties=species:S:1:pos:R:3
Ir 0.97873 -0.42408 -0.47082
C 0.13998 -0.78195 2.62641
N 1.17294 -0.71400 1.59158
C 2.40908 -0.64598 1.98655
C 3.42089 -0.66048 1.03099
C 4.81505 -0.71960 1.04637
C 5.20929 -0.75362 -0.29273
C 4.03973 -0.70760 -1.06706
N 2.97576 -0.65673 -0.25826
C -0.72820 0.44345 2.78064
C -2.08817 0.38681 2.51466
C -2.88429 1.51394 2.68258
C -2.31942 2.70260 3.12040
C -0.95504 2.76659 3.37937
C -0.16501 1.64180 3.20871
H 0.64369 -0.96460 3.57971
H -0.50170 -1.63623 2.41731
H 2.64655 -0.62528 3.04800
H 5.44105 -0.74892 1.92434
H 6.21486 -0.79247 -0.67802
H 3.92262 -0.71155 -2.13931
H -2.53111 -0.53859 2.16584
H -3.94285 1.46243 2.45904
H -2.94074 3.57803 3.26191
H -0.50915 3.69726 3.70630
H 0.90088 1.69428 3.40131
Cl 0.77059 2.34058 -3.10386
C 0.27051 0.95790 -4.08973
Cl 0.39329 1.39780 -5.78708
Cl -1.41958 0.52348 -3.71165
C 1.14767 -0.29312 -3.75272
O 1.62630 -0.89960 -4.68134
O 1.26004 -0.62109 -2.51992
C -1.41328 -2.83940 0.00349
P 0.19005 -2.49675 -0.74532
C -0.01202 -3.06991 -2.43973
C 1.27181 -3.72182 0.02872
H -1.73396 -3.84830 -0.26247
H -2.12562 -2.09828 -0.34794
H -1.34186 -2.75572 1.08609
H -0.24104 -4.13637 -2.42407
H 0.89472 -2.88692 -3.01259
H -0.83021 -2.51947 -2.90570
H 0.89902 -4.72797 -0.16790
H 1.30438 -3.54511 1.10405
H 2.28142 -3.61955 -0.37040
C -3.97456 2.17376 -1.20937
N -2.59487 2.12707 -0.74634
C -1.88645 3.26671 -0.51145
C -0.59207 3.25352 -0.16166
C 0.04849 1.97323 -0.10762
O 1.27673 1.77435 0.07656
N -0.68448 0.85811 -0.30250
C -2.01448 0.86575 -0.60818
O -2.70475 -0.12783 -0.75992
H -4.36372 3.17834 -1.06274
H -4.56995 1.45545 -0.65218
H -4.02861 1.90965 -2.26567
H -2.44050 4.18928 -0.62247
H -0.02840 4.15672 0.00785
```

Calculated values
- Total energy: -3199.711874 hartree
- HOMO: -8.014 eV
- Energy above the lowest of the compared OMol25 structures with the same formula, charge and spin: 12.2 kcal/mol
- Molecular weight: 739.02 g/mol
- Spin multiplicity: 1
- Total charge: 0

***

# 2
Computed, not measured: C22H25ClEuOP as an isolated structure in a non-equilibrium geometry, with the ωB97M-V functional and the def2-TZVPD basis.

The geometry in XYZ format:
```
51
Properties=species:S:1:pos:R:3
Eu 0.44302 1.03483 2.36223
Cl 0.37049 1.50374 4.83615
P 0.25788 0.56525 -0.47361
C -1.13877 -0.23703 -1.28402
C -0.97374 -1.03144 -2.43188
C -2.09168 -1.62659 -3.02767
C -3.36207 -1.46172 -2.46440
C -3.51940 -0.70552 -1.29684
C -2.41748 -0.09256 -0.69815
C 0.07095 2.38528 -0.71632
C 0.89468 3.25148 0.03919
C 0.69109 4.63055 -0.02494
C -0.32138 5.15028 -0.83801
C -1.15106 4.29810 -1.57868
C -0.95810 2.91815 -1.51884
C 1.81253 0.17475 -1.31831
C 2.84200 -0.38321 -0.53037
C 4.11323 -0.53311 -1.07409
C 4.36041 -0.18634 -2.41107
C 3.32369 0.33321 -3.20655
C 2.05169 0.52945 -2.65808
H 1.69493 2.85175 0.68458
H 1.30700 5.29241 0.59152
H -0.48194 6.22697 -0.86846
H -1.96297 4.71520 -2.17797
H -1.62925 2.24911 -2.06302
H 0.02368 -1.17843 -2.85309
H -1.96864 -2.22970 -3.92509
H -4.23423 -1.93387 -2.92397
H -4.50523 -0.59688 -0.83715
H -2.53800 0.50058 0.20978
H 2.63642 -0.67006 0.50836
H 4.92210 -0.92728 -0.45313
H 5.35331 -0.32559 -2.83138
H 3.50976 0.58596 -4.24888
H 1.24929 0.97656 -3.25770
H 0.11371 -5.20412 -3.46868
H 0.86182 -5.16209 -3.43058
C -1.65271 -1.90768 4.61708
C -0.31133 -2.66676 4.68628
C 0.58244 -2.08542 3.58555
O -0.23951 -1.10969 2.89215
C -1.65202 -1.27190 3.22307
H -2.46848 -2.60809 4.71518
H -1.73050 -1.11298 5.37232
H -0.45155 -3.71974 4.43814
H 0.15321 -2.60344 5.66996
H 1.46157 -1.57900 3.99956
H 0.85990 -2.81197 2.81764
H -2.10720 -1.94753 2.48240
H -2.09351 -0.26385 3.15982
```

Calculated values
- Total energy: -2439.843273 hartree
- HOMO (spin up / spin down): -15.140 / -15.107 eV
- Molecular weight: 523.83 g/mol
- Spin multiplicity: 7
- Total charge: +2

***

# 3
Computed, not measured: C22H25ClN8O12P2Ta as an isolated structure, with the ωB97M-V functional and the def2-TZVPD basis.

The geometry in XYZ format:
```
71
Properties=species:S:1:pos:R:3
Ta 0.04329 0.72908 -0.86410
C 1.17348 -2.70782 -3.68725
C 1.12800 -1.48635 -3.02762
N 0.35699 -1.30979 -1.95093
C -0.33100 -2.37728 -1.51581
C -0.29525 -3.57891 -2.21422
N 0.44538 -3.74223 -3.29830
C -1.05078 -2.17813 -0.25650
C -1.72111 -3.19275 0.38684
C -2.34944 -2.97009 1.61582
C -2.26623 -1.66488 2.11904
C -1.59887 -0.68979 1.42151
N -0.96964 -0.92215 0.24227
C -1.60751 0.71628 1.82445
C -2.14884 1.21584 3.00236
N -2.30521 2.51509 3.20141
C -1.93585 3.33273 2.22588
C -1.31678 2.86498 1.07653
N -1.13154 1.55348 0.88987
C -3.06290 -4.03378 2.32752
C -2.71213 -5.37288 2.15533
C -3.41396 -6.34119 2.85808
N -4.41957 -6.05820 3.67858
C -4.76177 -4.78472 3.83669
C -4.11363 -3.73866 3.19589
H 1.80885 -2.83485 -4.55495
H 1.71647 -0.65506 -3.37455
H -0.88108 -4.43055 -1.89546
H -1.77973 -4.16608 -0.07413
H -2.73328 -1.41840 3.06027
H -2.46692 0.55552 3.79884
H -2.11779 4.39213 2.35698
H -0.97585 3.54153 0.30842
H -1.88597 -5.68058 1.52817
H -3.15306 -7.38755 2.75589
H -5.59207 -4.58620 4.50344
H -4.47220 -2.73025 3.35366
C 4.49696 2.11347 1.80723
C 3.45453 1.73992 0.75464
O 4.00771 1.60564 -0.56011
P 2.77090 0.08745 1.02821
O 2.10074 -0.03558 2.42827
O 3.90017 -0.97498 1.01034
O 1.68727 -0.16946 -0.01073
P 2.13566 3.01707 0.62424
O 1.48191 3.08119 2.06588
O 2.63698 4.25493 0.04257
O 1.04845 2.28471 -0.25967
H 5.33493 1.41648 1.77510
H 4.07625 2.11724 2.81280
H 4.87020 3.11928 1.60350
H 4.77685 2.19030 -0.63344
H 2.64150 -0.26766 3.19989
H 4.50222 -1.04789 0.25336
H 1.62022 3.92173 2.53127
C 2.25142 4.35717 -3.71760
N 2.02034 3.13462 -2.94398
C 1.16765 2.20361 -3.28272
N 0.45314 2.25436 -4.39335
O 1.01901 1.13373 -2.51980
H 2.89475 5.00603 -3.13214
H 1.30971 4.87951 -3.88610
H 2.73829 4.12893 -4.66563
H 2.54474 2.98464 -2.09360
H 0.52968 3.02165 -5.04327
H -0.20185 1.51472 -4.59419
O -2.95434 0.69964 -1.13636
Cl -2.37001 1.30182 -2.28744
O -1.54990 0.30372 -2.96174
O -3.23152 2.01730 -3.10585
O -1.26705 2.22713 -1.71954
```

Calculated values
- Total energy: -3393.442582 hartree
- HOMO: -16.136 eV
- Energy above the lowest of the compared OMol25 structures with the same formula, charge and spin: 6.5 kcal/mol
- Molecular weight: 871.84 g/mol
- Spin multiplicity: 1
- Total charge: +3

***

# 4
Computed, not measured: C22H25F2N3O in the gas phase, with the ωB97M-V functional and the def2-TZVPD basis.

The geometry in XYZ format:
```
53
Properties=species:S:1:pos:R:3
C 4.12511 3.79307 0.09091
C 2.79836 3.15568 0.48435
C 2.67849 1.68472 0.06636
C 3.56294 0.78030 0.92468
O 3.46086 -0.53598 0.42762
C 4.13670 -1.47757 1.21550
N 1.30566 1.22948 0.22893
C 0.42508 1.55795 -0.88000
C -0.85359 0.80490 -0.74252
C -2.12175 1.30059 -0.59206
N -2.95492 0.23561 -0.42647
C -4.33358 0.25876 -0.24556
C -5.10513 1.29958 -0.76204
C -6.47477 1.33288 -0.58768
C -7.08700 0.30355 0.10462
F -8.42076 0.32442 0.27489
C -6.36127 -0.74967 0.63044
C -4.99098 -0.75996 0.45336
F -4.29863 -1.76841 0.99891
N -2.27660 -0.91528 -0.45681
C -1.01153 -0.60804 -0.65107
C 0.04060 -1.62356 -0.75554
C 0.85650 -1.64133 -1.88125
C 1.86331 -2.57931 -2.00892
C 2.06003 -3.51009 -1.00546
C 1.25134 -3.49542 0.11799
C 0.23554 -2.56280 0.26317
C -0.62022 -2.54364 1.49100
H 4.95731 3.32936 0.61381
H 4.11908 4.85214 0.33813
H 4.29321 3.69216 -0.97917
H 1.98799 3.70868 0.00818
H 2.65245 3.22413 1.56342
H 3.01040 1.57777 -0.98405
H 4.60993 1.11329 0.89263
H 3.21581 0.81903 1.96851
H 5.21088 -1.25775 1.26639
H 3.73500 -1.50219 2.23660
H 3.98151 -2.44378 0.74062
H 1.33096 0.21688 0.32343
H 0.21308 2.63216 -0.85961
H 0.89348 1.32786 -1.85617
H -2.47323 2.31125 -0.55985
H -4.62277 2.08638 -1.31925
H -7.06784 2.13876 -0.98807
H -6.84532 -1.54427 1.17422
H 0.68622 -0.92270 -2.67028
H 2.48998 -2.58391 -2.88837
H 2.84236 -4.25020 -1.09797
H 1.41254 -4.22399 0.90072
H -0.32159 -3.32801 2.18214
H -1.66498 -2.68291 1.22208
H -0.53620 -1.58058 1.99451
```

Calculated values
- Total energy: -1292.542898 hartree
- HOMO: -8.335 eV
- Structure (SMILES): CC[C@@H](COC)NCc1cn(-c2ccc(F)cc2F)nc1-c1ccccc1C
- Energy above the lowest of the compared OMol25 structures with the same formula, charge and spin: 0.0 kcal/mol
- Molecular weight: 385.46 g/mol
- Spin multiplicity: 1
- Total charge: 0

***

Q: spin multiplicity of number 3 (C22H25ClN8O12P2Ta)?
A: 1